Below is a structure of composition C28H38N4O2PdSi3, with properties calculated with ωB97M-V/def2-TZVPD.

Structure (ORCA input):
```
! wB97M-V def2-TZVPD RIJCOSX def2/J DEFGRID3
* xyz -2 1
Pd 0.50 0.62 -0.58
O -6.92 3.53 -0.69
C -5.68 3.99 -1.08
O -5.59 5.18 -1.32
C -4.60 3.01 -1.17
C -3.32 3.44 -1.59
C -2.28 2.57 -1.72
C -2.42 1.17 -1.45
C -3.70 0.76 -0.96
C -4.74 1.66 -0.84
N -1.37 0.38 -1.67
C -1.49 -1.03 -1.41
C 0.32 -1.84 -3.04
C 0.80 -2.87 -3.89
C 2.09 -2.79 -4.36
C 2.91 -1.72 -4.01
C 2.37 -0.79 -3.14
N 1.13 -0.85 -2.67
H -6.85 2.58 -0.55
H -3.18 4.49 -1.82
H -1.31 2.92 -2.03
H -3.87 -0.26 -0.65
H -5.67 1.25 -0.45
H -2.53 -1.37 -1.44
H 0.17 -3.71 -4.13
H 2.46 -3.59 -5.01
H 3.92 -1.62 -4.36
H 2.95 0.06 -2.81
C 3.68 -0.99 2.80
Si 2.86 -0.64 1.13
C 2.65 -2.33 0.31
C 4.19 0.26 0.14
C 1.28 0.32 1.29
Si 1.35 1.87 2.31
C 1.20 1.46 4.16
C 2.98 2.81 2.18
C 0.05 3.18 1.93
Si -0.33 -0.68 1.51
C 0.07 -1.95 2.87
C -1.78 0.29 2.22
C -0.87 -1.50 -0.10
C -1.02 -2.89 0.09
C -1.65 -3.88 -0.67
C -2.11 -3.84 -2.03
C -1.78 -2.93 -2.96
N -0.97 -1.84 -2.60
H 4.57 -1.60 2.65
H 3.02 -1.53 3.48
H 3.99 -0.07 3.30
H 3.57 -2.60 -0.21
H 1.83 -2.36 -0.41
H 2.45 -3.11 1.06
H 5.06 -0.39 0.08
H 4.50 1.20 0.60
H 3.86 0.49 -0.87
H 2.04 0.83 4.47
H 0.29 0.93 4.42
H 1.24 2.38 4.75
H 3.83 2.24 2.57
H 2.89 3.71 2.79
H 3.19 3.11 1.16
H -0.96 2.81 1.79
H 0.33 3.71 1.01
H 0.04 3.90 2.75
H 0.64 -1.42 3.64
H 0.65 -2.81 2.55
H -0.86 -2.30 3.32
H -1.57 0.85 3.13
H -2.55 -0.47 2.45
H -2.22 0.96 1.49
H -0.69 -3.30 1.04
H -1.81 -4.82 -0.16
H -2.77 -4.66 -2.34
H -2.18 -2.97 -3.98
N 2.16 3.17 -1.30
C 1.56 2.23 -0.98
*
```

## Properties
- Kohn-Sham gap (eV) = 5.62
- energy (Ha) = -2455.73741

Mulliken population analysis, charges in e, atoms 1 to 8: atom 1 (Pd): 0.00, atom 2 (O): -0.55, atom 3 (C): 0.73, atom 4 (O): -0.66, atom 5 (C): 0.94, atom 6 (C): -1.11, atom 7 (C): -0.19, atom 8 (C): 1.16

Below is an isolated molecule of C22H26ClN3O5S, with properties calculated with ωB97M-V/def2-TZVPD.

Structure (ORCA input):
```
! wB97M-V def2-TZVPD RIJCOSX def2/J DEFGRID3
* xyz 0 1
O -0.29 -0.85 2.51
C -0.29 -0.03 1.62
C -0.36 1.48 1.90
N -1.20 2.21 0.98
C -2.63 2.12 1.25
C -3.15 0.71 1.17
C -3.29 -0.06 2.31
C -3.74 -1.36 2.25
C -4.07 -1.92 1.03
C -3.96 -1.17 -0.13
C -3.50 0.14 -0.05
Cl -3.38 1.07 -1.52
C -0.78 2.97 -0.06
O -1.55 3.54 -0.80
C 0.73 3.14 -0.24
N 1.46 1.90 -0.41
S 2.98 1.86 0.33
O 2.81 2.51 1.60
O 3.97 2.38 -0.57
C 3.24 0.12 0.58
C 3.78 -0.63 -0.45
C 3.97 -1.99 -0.26
C 3.62 -2.57 0.94
C 3.09 -1.81 1.97
C 2.90 -0.45 1.79
N -0.24 -0.34 0.31
C 0.04 -1.69 -0.12
C 0.29 -1.72 -1.63
C -0.95 -1.38 -2.48
C -0.49 -0.22 -3.37
C 1.03 -0.35 -3.28
O 1.29 -0.77 -1.96
H 0.66 1.87 1.88
H -0.75 1.61 2.91
H -3.13 2.76 0.52
H -2.82 2.52 2.25
H -3.04 0.37 3.27
H -3.82 -1.95 3.15
H -4.42 -2.94 0.97
H -4.23 -1.58 -1.09
H 1.14 3.64 0.64
H 0.86 3.82 -1.10
H 1.56 1.61 -1.37
H 4.06 -0.13 -1.37
H 4.40 -2.58 -1.06
H 3.77 -3.63 1.08
H 2.82 -2.27 2.91
H 2.50 0.17 2.57
H 0.04 0.39 -0.33
H 0.92 -2.08 0.41
H -0.81 -2.33 0.13
H 0.66 -2.73 -1.89
H -1.78 -1.08 -1.84
H -1.26 -2.23 -3.07
H -0.85 -0.29 -4.39
H -0.81 0.74 -2.95
H 1.58 0.58 -3.46
H 1.39 -1.11 -3.99
*
```

## Properties
- Kohn-Sham gap (eV) = 9.68
- structure (SMILES) = O=C(CN(Cc1ccccc1Cl)C(=O)CNS(=O)(=O)c1ccccc1)NC[C@H]1CCCO1
- energy (Ha) = -2252.81529

Mulliken population analysis, charges in e, atoms 1 to 8: atom 1 (O): -0.70, atom 2 (C): 0.43, atom 3 (C): -1.49, atom 4 (N): 0.39, atom 5 (C): -2.01, atom 6 (C): 0.38, atom 7 (C): -0.34, atom 8 (C): -0.61

Below is a cluster of 2 separate species, C2H2BrFO in total, with properties calculated with ωB97M-V/def2-TZVPD.

Structure (ORCA input):
```
! wB97M-V def2-TZVPD RIJCOSX def2/J DEFGRID3
* xyz 0 1
C -0.96 0.03 -0.01
C 0.46 0.09 0.29
O -1.71 -0.81 0.38
F 1.01 -0.79 1.12
Br 1.42 1.59 0.19
H -1.31 0.81 -0.76
H 1.09 -0.93 -1.21
*
```

## Properties
- Kohn-Sham gap (spin up / spin down) (eV) = 8.28 / 8.58
- energy (Ha) = -2826.37290

Okay, here come the Mulliken numbers, in e, for every atom: atom 1 (C): 0.09, atom 2 (C): 0.08, atom 3 (O): -0.42, atom 4 (F): -0.18, atom 5 (Br): 0.01, atom 6 (H): 0.29, atom 7 (H): 0.14